The following is a quantum chemistry calculation of a cluster of 16 separate species, C60H166N14O18 in total, from the OMol25 dataset.

Output
M: 1372.07 g mol⁻¹
Energy relative to the best compared isomer or geometry (same formula, charge and spin): 0.0 kcal/mol
HOMO level: -9.0 eV
Electronic energy: -4506.2146 a.u.

The geometry in XYZ format:
```
258
Properties=species:S:1:pos:R:3:mulliken_charge:R:1
C -2.57 -1.49 3.04 0.460
C -3.59 -2.41 3.66 0.161
O -4.83 -1.84 3.87 -0.650
O -2.44 -0.28 3.79 -0.240
H -2.97 -1.20 2.05 0.542
H -1.57 -1.95 2.98 -1.087
H -3.18 -2.77 4.61 0.129
H -3.61 -3.32 3.06 -0.030
H -4.67 -0.89 3.80 0.426
H -1.99 -0.56 4.63 0.161
C 0.49 -2.49 -2.91 1.195
C 0.61 -3.95 -2.58 -0.139
O 1.75 -4.15 -1.76 -0.434
O 1.65 -2.18 -3.72 -0.646
H 0.41 -1.84 -2.02 -0.507
H -0.38 -2.37 -3.55 -0.006
H 0.74 -4.56 -3.48 0.412
H -0.27 -4.39 -2.11 -0.416
H 2.50 -3.73 -2.18 0.298
H 2.44 -1.96 -3.22 0.300
C 3.61 5.35 6.21 -1.406
C 4.08 4.81 4.85 -0.073
C 3.66 3.37 4.64 1.235
O 4.13 2.87 3.44 -0.424
C 3.51 1.66 3.01 -0.123
N 3.63 5.78 3.87 -0.604
H 2.53 5.17 6.26 0.197
H 3.90 6.40 6.24 0.377
H 4.08 4.79 7.04 0.406
H 5.18 4.84 4.79 0.456
H 2.55 3.39 4.61 -0.952
H 4.07 2.79 5.50 0.294
H 3.82 0.82 3.66 0.299
H 3.94 1.40 2.04 0.065
H 2.40 1.68 3.04 -0.029
H 4.12 5.70 2.99 0.328
H 2.62 5.65 3.80 0.117
C 0.91 1.41 -5.16 -0.118
C 0.59 0.47 -6.34 0.185
C 1.83 -0.04 -7.04 -0.854
O 2.64 1.10 -7.44 -0.323
C 3.79 0.83 -8.16 -0.794
N -0.25 -0.63 -5.88 -0.121
H 1.60 2.22 -5.44 0.604
H 1.28 0.77 -4.34 -0.368
H -0.04 1.82 -4.83 -0.120
H 0.05 1.00 -7.12 0.000
H 1.48 -0.56 -7.93 0.594
H 2.43 -0.77 -6.48 0.226
H 4.46 0.25 -7.52 0.331
H 4.29 1.78 -8.36 0.234
H 3.62 0.37 -9.12 0.304
H 0.24 -1.26 -5.24 -0.020
H -0.47 -1.22 -6.70 0.302
C -4.77 5.59 -4.30 -1.364
C -4.93 5.10 -2.86 0.957
C -3.62 5.10 -2.09 -0.922
O -3.76 4.54 -0.82 0.190
C -3.58 5.35 0.34 -0.859
N -5.94 6.01 -2.24 -0.690
H -4.13 4.99 -4.96 0.112
H -4.41 6.63 -4.39 0.371
H -5.76 5.48 -4.77 0.419
H -5.24 4.05 -2.96 0.002
H -3.22 6.13 -2.05 0.530
H -2.85 4.56 -2.69 0.097
H -3.60 4.75 1.25 -0.014
H -4.32 6.16 0.43 0.458
H -2.59 5.83 0.24 0.281
H -6.31 5.59 -1.39 0.221
H -6.71 6.21 -2.86 0.291
C 2.15 -5.17 1.37 -0.699
C 2.50 -5.95 2.62 0.478
C 1.37 -6.59 3.38 -0.285
O 1.93 -7.13 4.61 -0.429
C 0.97 -7.94 5.26 -0.674
N 3.45 -6.97 2.21 -0.762
H 1.69 -4.20 1.47 -0.499
H 1.52 -5.80 0.73 0.529
H 3.07 -4.97 0.81 0.545
H 3.04 -5.24 3.24 0.060
H 0.93 -7.42 2.77 0.459
H 0.57 -5.84 3.66 -0.102
H 0.33 -7.31 5.88 0.189
H 1.52 -8.58 5.97 0.279
H 0.35 -8.51 4.58 0.336
H 3.74 -7.54 2.98 0.283
H 3.06 -7.56 1.47 0.284
C -3.54 0.01 -7.73 -1.248
C -3.55 1.52 -7.56 0.197
C -2.92 1.95 -6.20 0.327
O -3.88 1.60 -5.24 -0.529
C -3.43 1.52 -3.88 0.352
N -2.84 2.18 -8.67 -0.669
H -3.86 -0.52 -6.83 0.257
H -2.58 -0.41 -8.04 0.207
H -4.19 -0.18 -8.59 0.375
H -4.58 1.86 -7.55 0.403
H -2.79 3.04 -6.17 0.146
H -1.96 1.47 -6.02 -0.461
H -2.50 0.97 -3.87 0.093
H -4.14 0.97 -3.26 0.138
H -3.25 2.50 -3.46 -0.099
H -2.85 3.19 -8.64 0.284
H -1.91 1.82 -8.83 0.192
C -4.35 -4.55 -4.70 -1.743
C -3.43 -4.55 -3.49 0.652
C -3.47 -3.17 -2.80 -0.830
O -2.50 -3.15 -1.78 0.148
C -2.61 -1.96 -0.99 -0.311
N -3.77 -5.65 -2.60 -0.568
H -4.11 -3.90 -5.55 0.364
H -5.37 -4.28 -4.40 0.400
H -4.38 -5.57 -5.08 0.429
H -2.41 -4.66 -3.89 0.110
H -4.50 -2.99 -2.44 0.323
H -3.16 -2.36 -3.48 0.228
H -3.57 -2.01 -0.47 0.801
H -2.55 -1.08 -1.59 0.000
H -1.80 -2.00 -0.27 -0.548
H -3.42 -5.48 -1.64 0.155
H -4.77 -5.73 -2.60 0.262
C -1.76 -5.16 0.78 -1.006
C -2.21 -6.50 1.36 0.752
C -2.93 -6.38 2.70 -1.383
O -2.11 -5.89 3.72 0.257
C -2.78 -5.92 5.00 -0.883
N -3.15 -7.08 0.36 -0.736
H -2.62 -4.59 0.46 0.266
H -1.17 -5.48 -0.06 0.236
H -1.11 -4.59 1.48 0.123
H -1.34 -7.16 1.47 0.412
H -3.38 -7.34 3.00 0.367
H -3.79 -5.74 2.51 0.358
H -3.65 -5.27 4.93 0.397
H -2.10 -5.36 5.69 0.124
H -3.08 -6.94 5.33 0.261
H -2.72 -6.99 -0.55 0.262
H -3.22 -8.08 0.56 0.284
C -0.40 1.22 -1.87 -0.232
C -1.12 1.18 -0.54 2.303
C -0.23 0.59 0.56 -0.178
O 0.27 -0.66 0.12 1.361
C 1.04 -1.41 1.05 1.344
N -1.45 2.59 -0.13 1.333
H -0.26 0.24 -2.34 -0.212
H 0.57 1.71 -1.79 -0.632
H -0.97 1.82 -2.57 0.300
H -2.09 0.64 -0.52 -0.939
H -0.91 0.49 1.44 -0.415
H 0.60 1.28 0.83 -0.612
H 1.96 -0.90 1.33 -0.280
H 1.26 -2.34 0.50 -0.102
H 0.43 -1.62 1.92 -1.433
H -0.69 3.21 -0.39 -0.387
H -2.22 2.95 -0.69 -0.720
C 2.14 4.22 0.85 0.452
C 1.80 4.95 -0.46 0.588
C 2.44 4.35 -1.68 -0.412
O 3.84 4.34 -1.51 -0.072
C 4.64 5.46 -1.83 -0.969
N 0.36 4.97 -0.58 -0.635
H 3.11 4.44 1.29 0.421
H 1.95 3.16 0.61 -0.655
H 1.32 4.45 1.55 -0.748
H 2.22 5.96 -0.43 0.240
H 2.03 4.83 -2.60 0.427
H 2.30 3.28 -1.90 -0.330
H 5.62 5.00 -1.95 0.253
H 4.71 6.17 -1.02 0.263
H 4.34 5.98 -2.72 0.400
H -0.02 5.37 -1.43 0.270
H -0.03 5.48 0.20 0.119
C 0.14 -3.07 5.49 -1.307
C 0.42 -1.62 5.96 0.192
C 1.16 -0.81 4.90 0.231
O 2.37 -1.44 4.55 0.416
C 3.42 -1.48 5.48 -1.129
N -0.87 -0.97 6.19 -0.516
H -0.29 -3.57 6.36 0.618
H 1.02 -3.65 5.26 0.367
H -0.57 -3.13 4.67 -0.026
H 1.13 -1.67 6.80 0.409
H 1.34 0.20 5.27 0.325
H 0.61 -0.69 3.96 -0.818
H 3.67 -0.52 5.87 0.393
H 4.26 -1.94 4.98 0.256
H 3.19 -2.13 6.34 0.239
H -1.40 -1.47 6.91 0.276
H -0.76 -0.03 6.59 0.251
C 5.73 2.05 -4.92 -1.253
C 5.63 0.91 -3.90 0.055
C 4.45 1.11 -2.98 0.105
O 4.18 -0.15 -2.29 -0.325
C 3.14 0.07 -1.40 0.524
N 5.46 -0.30 -4.74 -0.654
H 5.96 3.07 -4.59 0.312
H 4.80 2.07 -5.50 0.146
H 6.46 1.62 -5.60 0.385
H 6.54 0.81 -3.29 0.284
H 3.58 1.55 -3.47 -0.267
H 4.66 1.84 -2.21 0.487
H 2.85 -0.90 -0.99 -0.271
H 2.30 0.49 -1.95 -0.361
H 3.30 0.75 -0.52 0.203
H 4.59 -0.21 -5.27 0.063
H 5.48 -1.16 -4.23 0.313
C 4.66 -2.20 1.72 -0.338
C 5.93 -2.25 0.83 1.361
C 7.17 -2.00 1.64 -0.800
O 8.38 -2.02 0.85 -0.408
C 8.58 -0.83 0.18 -0.447
N 5.93 -3.58 0.21 -0.590
H 3.95 -2.84 1.19 -0.128
H 4.18 -1.27 1.98 -0.188
H 4.87 -2.76 2.64 0.301
H 6.01 -1.52 0.02 -0.533
H 7.34 -2.78 2.39 0.266
H 7.14 -1.04 2.16 0.343
H 7.85 -0.59 -0.64 0.050
H 9.57 -0.83 -0.29 0.307
H 8.60 0.08 0.85 0.273
H 5.75 -4.28 0.93 0.218
H 6.77 -3.80 -0.30 0.264
C -0.05 2.84 3.97 0.664
C -1.32 3.71 3.94 0.266
C -1.05 5.00 3.14 -0.135
O -0.01 5.82 3.65 -0.285
C -0.28 6.34 4.95 -0.888
N -2.44 3.04 3.31 -0.124
H 0.65 3.10 4.75 0.138
H 0.39 2.83 2.98 -0.390
H -0.46 1.84 4.19 -0.442
H -1.62 4.03 4.95 0.465
H -1.93 5.63 3.15 0.616
H -0.79 4.78 2.11 -0.646
H -0.54 5.54 5.66 0.364
H -1.08 7.08 5.03 0.314
H 0.66 6.76 5.29 0.308
H -2.51 2.06 3.60 -0.007
H -2.25 2.99 2.30 -0.336
C -7.16 0.45 2.46 -1.500
C -5.96 1.46 2.52 2.105
C -5.86 2.15 1.14 -0.910
O -6.21 1.39 0.03 -0.514
C -5.26 0.48 -0.50 0.346
N -6.12 2.50 3.52 -0.859
H -7.39 0.19 3.50 0.458
H -6.88 -0.50 1.98 0.291
H -8.00 0.92 1.96 0.371
H -5.04 0.88 2.62 -0.747
H -4.81 2.47 1.06 -0.093
H -6.45 3.06 1.15 0.470
H -4.31 0.93 -0.84 -0.336
H -5.75 -0.04 -1.32 0.330
H -5.11 -0.32 0.26 -0.006
H -6.17 2.10 4.45 0.305
H -5.24 3.02 3.51 0.265
```